Density functional theory data (ωB97M-V/def2-TZVPD) for a molecular structure, C13H42AgN12O12 at a distorted geometry.

The value obtained for the highest occupied orbital energy (alpha / beta) is -9.42 / -9.42 eV. The calculation puts the HOMO-LUMO gap (alpha / beta) at 9.421 / 5.774 eV. As for the total charge: 0. The expectation value of S² is 0.758. As for the strongest force on any atom: 1.74 eV/Å. Its multiplicity is 2. For the LUMO energy (alpha / beta), the calculation gives 0.00 / -3.65 eV.

CARTESIAN COORDINATES (ANGSTROEM)
1 Ag -13.28725 -0.13799 24.46539
2 C -15.61205 -1.86386 24.74281
3 O -16.64022 -2.55608 24.90610
4 O -14.40021 -2.27034 24.81380
5 O -15.62845 -0.64405 24.31450
6 C -17.40402 1.01080 28.54432
7 C -16.75329 0.03088 27.58590
8 O -17.68101 -0.99209 27.27857
9 H -18.43383 1.22860 28.26575
10 H -16.78314 1.90208 28.62595
11 H -17.46830 0.54169 29.52921
12 H -15.85931 -0.38990 28.06844
13 H -16.38160 0.52479 26.67854
14 H -17.30261 -1.55353 26.59190
15 C -12.65817 -4.63872 20.87710
16 C -12.89594 -3.94152 22.21451
17 O -14.27996 -3.93636 22.45096
18 H -13.39661 -4.24310 20.17431
19 H -12.85135 -5.70960 20.96664
20 H -11.66234 -4.56363 20.44120
21 H -12.40393 -2.96385 22.25029
22 H -12.39389 -4.58515 22.95300
23 H -14.47310 -3.43802 23.25573
24 C -19.44935 2.47454 23.99765
25 C -18.52052 1.31797 24.35425
26 O -17.39687 1.36821 23.49298
27 H -18.98846 3.45089 24.11004
28 H -20.31876 2.38349 24.65212
29 H -19.77263 2.29569 22.97183
30 H -19.11705 0.39616 24.40306
31 H -18.19705 1.37622 25.40546
32 H -16.78031 0.66660 23.76215
33 C -18.67889 -2.43737 21.60793
34 O -19.26793 -2.21544 20.55793
35 N -18.22046 -1.41780 22.41657
36 N -18.37527 -3.69606 22.03527
37 H -18.13739 -0.49804 22.02834
38 H -17.68821 -1.68168 23.23348
39 H -18.68369 -4.46834 21.47626
40 H -18.07929 -3.87836 22.97644
41 C -19.85926 -4.35478 25.59884
42 O -20.73593 -5.16037 25.87136
43 N -18.52917 -4.74631 25.57034
44 N -20.03537 -3.00799 25.47850
45 H -18.30519 -5.69511 25.79844
46 H -17.81035 -4.06183 25.40659
47 H -20.98608 -2.68646 25.44767
48 H -19.28486 -2.40480 25.20065
49 C -10.85733 -2.54382 24.88600
50 O -11.36395 -1.46606 24.56775
51 N -9.54935 -2.82917 24.67585
52 N -11.60781 -3.54103 25.42888
53 H -9.14295 -3.68881 24.99040
54 H -8.98001 -2.19162 24.15220
55 H -12.60661 -3.49302 25.36995
56 H -11.15073 -4.39542 25.68709
57 C -12.95519 -0.39041 27.76493
58 O -12.94102 0.10914 26.63777
59 N -12.49157 0.29739 28.85014
60 N -13.44260 -1.63403 28.02752
61 H -12.05529 1.19071 28.73265
62 H -12.56438 -0.14023 29.74761
63 H -13.67702 -1.88689 28.96693
64 H -13.85596 -2.07091 27.21707
65 C -13.94837 -0.35257 21.22922
66 O -13.18109 -0.28980 22.19727
67 N -15.28236 -0.09349 21.28849
68 N -13.48043 -0.66190 19.98435
69 H -15.78277 -0.20970 22.14623
70 H -15.70369 -0.13833 20.38034
71 H -12.52584 -0.95698 19.89005
72 H -13.96886 -0.41827 19.14449
73 C -15.31671 -4.80402 27.83796
74 O -15.43916 -5.46632 28.85261
75 N -16.00629 -3.61984 27.62442
76 N -14.42918 -5.10634 26.83522
77 H -16.62319 -3.34148 28.37019
78 H -16.32958 -3.44767 26.67630
79 H -13.67078 -5.72249 27.05194
80 H -14.50349 -4.57109 25.98878

Atoms 1-3, force components in eV/Å:
Ag -0.6 -0.5 -0.5
C 0.2 -0.5 -1.1
O 0.6 0.7 0.2